Record 1
Molecular formula: C27H27F3LaN6O8S3
Method: DFT, the ωB97M-V functional and the def2-TZVPD basis

Summary:
**Highest occupied orbital energy**: -5.25 eV
**Frontier orbital gap**: 7.488 eV

The geometry in ORCA input format:
```
! wB97M-V def2-TZVPD RIJCOSX def2/J DEFGRID3
* xyz -1 1
C -1.419 1.102 -4.510
C 1.719 -0.664 4.290
H -0.612 2.128 -0.685
C 6.516 3.207 -0.617
C 1.201 0.535 4.764
H 2.378 1.881 -2.264
O -0.795 -4.329 -1.655
C -4.116 0.009 0.698
H -2.196 2.554 -0.351
H -5.027 -0.081 0.112
H -3.278 0.278 0.056
C -1.287 -3.156 3.035
N -1.594 1.975 -0.919
C 4.304 2.544 -1.595
H -1.188 -2.422 3.832
H -5.900 -1.575 1.673
H -0.803 0.317 -6.422
H 4.071 -0.632 0.482
C 0.634 -0.086 -4.903
O 2.440 -1.955 0.963
C -2.663 1.607 -4.975
C -3.500 2.205 -4.083
H 4.307 3.435 -2.205
F 6.929 3.651 -1.822
La 0.622 -0.576 -0.161
C 0.902 1.580 3.896
C -3.135 2.349 -2.728
H -4.459 2.586 -4.412
C -1.050 1.223 -3.166
O 2.956 -2.893 2.952
C 4.181 0.285 -0.085
F 6.187 4.299 0.103
C 1.113 1.359 2.549
F 7.583 2.651 -0.019
H -5.220 -2.650 0.432
C 3.236 1.671 -1.643
O -0.285 -2.807 0.219
H -1.469 -4.142 3.464
H -3.810 2.843 -2.039
H -3.390 -4.694 1.831
H -0.364 -3.183 2.451
H -4.868 -2.931 2.149
H 1.329 -0.626 -5.531
H -4.237 0.792 1.451
S -0.557 -2.969 -1.258
N 3.175 0.556 -0.912
O 0.438 3.520 1.821
C 0.912 0.063 -3.524
S -1.576 -0.307 2.147
S -2.044 -1.652 -1.620
H -1.857 -4.397 0.955
N 0.123 0.687 -2.689
C 5.350 2.252 -0.733
H 6.079 0.839 0.726
O 0.668 -2.357 -1.900
H 0.618 1.506 6.298
O 0.913 1.943 0.282
C -2.786 -3.950 1.304
H 1.817 -0.367 -3.108
C -5.027 -2.166 1.391
C -1.933 1.886 -2.248
N 1.587 0.207 2.094
H -2.927 1.491 -6.016
C 1.889 -0.789 2.923
H 0.506 2.531 4.226
C 5.293 1.111 0.038
N -2.434 -2.842 2.194
C 0.780 2.403 1.471
H -3.319 -3.587 0.428
O 1.009 0.646 6.109
C 2.481 -2.021 2.239
N -3.884 -1.281 1.327
C -0.527 0.425 -5.381
H 1.985 -1.484 4.939
C -2.695 -1.561 1.865
*
```



Record 2
Molecular formula: C33H29ClN7O4PtS
Method: DFT, the ωB97M-V functional and the def2-TZVPD basis

Summary:
**Highest occupied orbital energy (alpha / beta)**: -15.88 / -15.88 eV
**Frontier orbital gap (alpha / beta)**: 7.774 / 4.197 eV

The geometry in ORCA input format:
```
! wB97M-V def2-TZVPD RIJCOSX def2/J DEFGRID3
* xyz 3 5
C -3.820 -4.005 -2.779
S -1.436 2.164 -0.441
N -1.229 0.757 -2.774
C -1.654 -2.990 -1.382
H 0.585 -0.056 -2.627
H -0.678 -1.103 -2.306
H -2.160 -0.920 4.848
H 4.515 3.935 -0.808
C -3.210 -1.772 0.203
H 2.185 -2.950 2.425
H 5.947 3.201 -2.659
C 3.579 -3.740 -0.610
N -2.520 2.420 -2.961
H -1.865 0.142 -6.045
H -2.374 -4.934 -4.065
H -5.039 -2.955 -1.369
H 1.876 3.494 -0.049
C 3.124 0.905 -1.392
H -1.873 -1.173 -4.856
C 4.946 1.319 -2.909
H 5.131 -5.183 -0.929
H 4.202 2.591 1.681
N 1.474 1.676 0.878
C 1.499 1.788 2.152
C 3.930 0.497 -2.451
C 2.831 -3.453 1.720
C -3.797 -2.484 1.441
O 2.395 2.575 2.702
O 1.256 -1.319 0.782
C 4.478 -4.686 -0.225
C 2.455 2.645 0.332
C -1.391 -0.340 4.355
C 0.532 1.091 3.029
H -0.549 0.472 6.154
C -1.744 0.786 -4.052
C 3.229 3.070 1.600
C -1.438 -0.203 -5.106
C 3.717 -4.403 2.130
H 3.322 4.144 1.728
C 4.557 -5.030 1.157
C 3.328 2.137 -0.789
O 1.581 -1.963 -1.343
Pt -0.210 0.227 0.169
C 2.752 -3.107 0.352
C -1.446 -3.795 -2.500
N -0.336 -0.142 -2.199
O -3.118 -1.836 2.568
H -3.074 3.256 -2.810
H -0.361 -0.325 -5.229
C -1.742 1.801 -2.084
N -2.546 1.814 -4.161
H -4.670 -4.407 -3.313
C 4.348 2.962 -1.257
C 1.776 -2.050 -0.134
C 5.155 2.553 -2.307
H 3.812 -4.697 3.166
C 0.498 1.158 4.412
H 3.761 -0.470 -2.909
C -4.025 -3.191 -1.675
Cl 5.644 -6.183 1.651
H -3.906 -0.995 -0.133
C -2.939 -2.673 -0.973
H -3.563 -3.546 1.475
H 3.474 -3.449 -1.646
H -0.804 -2.651 -0.815
H 2.352 0.244 -1.034
C -1.282 -0.348 2.975
N -2.043 -1.050 0.772
H 1.220 1.759 4.948
H -4.862 -2.327 1.578
C -2.158 -1.105 2.051
C -0.487 0.435 5.074
C -2.529 -4.300 -3.202
H -0.433 -4.037 -2.799
N -0.355 0.371 2.353
H 5.576 1.004 -3.730
*
```



Record 3
Molecular formula: C36H99AlF2N11O16S2
Method: DFT, the ωB97M-V functional and the def2-TZVPD basis

Summary:
**Highest occupied orbital energy**: -10.58 eV
**Frontier orbital gap**: 1.670 eV

The geometry in ORCA input format:
```
! wB97M-V def2-TZVPD RIJCOSX def2/J DEFGRID3
* xyz 1 1
O -0.371 -3.608 -6.762
H 3.159 -2.563 -4.329
H -1.858 3.492 6.185
C 6.562 0.689 -2.842
C 3.802 -0.718 1.927
Al 1.141 -3.621 3.237
H -4.516 2.273 5.904
H -0.811 2.943 3.390
H 4.847 -2.929 -0.864
H -1.142 -1.483 -5.655
H 1.035 4.219 -2.693
S 0.492 -1.268 -0.112
C -4.533 0.107 -1.616
H -2.289 4.828 0.163
H 7.819 2.355 -2.904
H 4.706 -5.452 -2.308
H 1.080 2.179 5.117
S -1.221 -0.866 1.393
H 2.765 2.413 -3.148
N 1.331 -1.218 5.088
H 1.043 2.391 1.412
H 3.370 5.579 2.472
H -3.681 -2.035 -0.658
H -3.447 6.042 0.282
O 2.196 3.932 2.115
C -6.659 -1.295 -1.573
H -4.991 -1.463 -2.904
C 5.305 1.486 -2.558
C -2.683 0.877 5.310
H -0.313 -4.704 -8.513
C -3.033 7.193 -1.976
H 0.750 -5.497 -1.437
H 0.634 -1.236 5.827
C 3.651 -3.522 -4.108
N -2.520 5.806 -0.048
H 4.624 -0.630 2.646
H 0.498 2.679 -2.043
O -1.543 -4.223 2.281
H 6.496 -0.308 -2.389
N -1.555 -2.610 6.406
H -3.281 -3.164 2.301
N -1.786 -2.085 -3.770
O -2.289 -1.400 0.576
F 1.889 -2.051 -0.149
H -3.149 7.267 -3.057
H -1.748 -4.869 -7.582
H 0.209 4.291 3.748
H 0.618 -0.927 -3.765
H -2.723 1.540 4.440
H -2.980 3.543 8.202
O -2.574 1.539 6.571
C -0.939 -3.600 -5.467
H 2.340 5.732 1.082
H -3.567 0.234 5.259
C 7.803 1.434 -2.317
O -3.338 0.140 -2.386
H -2.002 -3.849 -5.538
H 5.256 1.664 -1.475
H -2.833 -3.880 3.869
H 5.841 0.485 -4.737
C -0.283 4.124 1.654
H 7.702 1.699 -1.265
H -2.204 1.231 -1.110
H -5.477 3.964 7.979
H 2.146 1.216 6.146
C -2.858 -4.043 2.797
C 1.101 3.482 1.378
C 2.377 5.334 2.101
H 2.542 -5.470 -6.471
H -1.015 3.556 -0.115
H -3.157 5.053 -1.895
H -5.148 -2.704 -0.350
C -0.660 -4.774 -7.479
H 3.328 0.483 4.131
N 0.582 -5.670 1.254
O -1.210 -2.652 5.205
H 0.122 -6.537 1.525
C 2.826 -4.486 -6.100
O 2.832 -4.506 -4.691
H 5.374 2.486 -3.006
H 1.345 3.643 0.312
N -2.501 4.266 6.328
O 2.589 -0.819 2.664
C -0.640 3.991 3.127
C 1.240 0.099 4.481
H 2.144 -3.750 -6.531
H -0.338 5.169 1.340
H -4.436 0.368 -0.556
H -0.479 -6.596 -0.930
H -3.485 -4.904 2.547
N 0.058 -1.727 1.462
H -2.318 7.948 -1.633
O 4.146 0.813 -2.993
O -0.225 -1.922 -1.162
H 1.636 5.805 2.750
C -0.848 -2.188 -4.877
H -0.181 3.233 -3.558
H 2.218 -1.425 5.537
C -3.807 2.272 6.734
H 0.379 1.024 6.260
C 0.161 3.573 -2.574
H -4.640 5.477 7.996
H -1.864 1.421 -2.894
C -2.617 1.334 -2.116
H 2.926 1.661 -1.562
H -7.085 -2.262 -1.844
C 4.704 -2.763 -1.929
H 0.380 -3.943 0.148
H -0.407 -4.315 -4.830
H 0.295 0.195 3.942
C -2.504 5.853 -1.494
H 2.238 1.181 2.944
O -0.741 -2.100 7.196
H -6.945 -1.052 -0.547
H 3.159 -5.658 -2.579
H -5.199 4.805 6.473
O -1.110 0.553 1.582
H 4.449 -1.699 -2.023
H -4.377 1.729 7.501
H -1.363 -2.260 -2.868
H -1.845 0.199 5.126
H -2.109 -3.872 0.370
C -1.163 5.523 -2.104
H 3.836 -4.298 -6.479
C -3.496 3.694 7.250
H -1.193 5.638 -3.192
H 2.156 0.771 -2.914
C 0.554 -1.859 -4.327
H 3.748 0.197 1.328
H -2.991 4.477 5.464
H -1.015 -5.101 -1.711
N -1.254 3.388 0.878
H -2.113 -5.619 0.844
H 7.088 -0.484 -4.455
C 2.953 1.461 -2.639
H -1.173 2.383 1.049
H -1.492 4.603 3.418
C -0.212 -4.837 0.326
F -1.819 -1.247 2.849
H 0.907 -2.664 -3.681
C -1.593 -4.658 0.931
H -3.222 2.244 -2.182
O -2.620 -3.085 6.780
C -4.736 4.553 7.430
C -5.176 -1.254 -1.845
H 4.633 -3.453 -4.598
H -7.233 -0.594 -2.186
N -4.557 -2.336 -1.085
H 5.675 -2.702 -2.437
H -2.172 -1.147 -3.780
N 6.750 0.454 -4.283
N 3.802 -5.031 -2.106
H 1.363 -6.030 0.703
C 3.709 -3.670 -2.588
H 4.000 -1.577 1.293
H 2.711 -3.313 -2.301
O -0.878 4.151 -1.823
H -3.986 7.491 -1.537
O 0.854 0.112 -0.319
C -0.268 -5.528 -1.042
H 8.689 0.857 -2.564
H -0.204 -5.705 -7.126
C 1.213 1.199 5.581
H 1.272 -1.773 -5.148
C 2.430 0.279 3.536
H -5.199 0.876 -2.027
H -0.388 6.192 -1.708
*
```



Record 4
Molecular formula: C15H16Cl2N2O6
Method: DFT, the ωB97M-V functional and the def2-TZVPD basis

Summary:
**SMILES string**: CCOc1ccc(NC(=O)COC(=O)[C@@]2(C)CC2(Cl)Cl)c([N+](=O)[O-])c1
**Highest occupied orbital energy**: -8.59 eV
**Frontier orbital gap**: 7.621 eV

The geometry in ORCA input format:
```
! wB97M-V def2-TZVPD RIJCOSX def2/J DEFGRID3
* xyz 0 1
O 0.854 4.784 -0.292
O 0.982 1.106 2.715
C 0.691 0.636 -0.810
H 0.834 -1.244 -0.074
Cl -1.382 -5.910 3.259
H -0.988 6.633 -2.423
H 1.240 -4.592 1.585
N 0.643 -0.740 -0.943
C -0.684 -3.653 1.738
C 0.621 5.714 -1.335
O -1.788 -2.558 -0.088
H 1.068 -3.468 -2.238
C 0.221 -2.979 -1.752
H -1.488 -3.040 3.731
H -1.406 6.162 -0.771
O 0.081 -1.049 -3.142
H -0.711 -3.339 -2.203
C 0.770 3.458 -0.533
C -0.860 5.867 -1.663
C 0.296 -1.474 -2.032
H -2.504 -2.513 2.312
H 1.013 6.656 -0.943
C 0.727 -3.878 2.224
H 0.467 3.453 -2.674
C 0.875 1.242 0.453
O 0.286 -3.352 -0.386
H 0.719 -4.259 3.241
C -1.792 -4.591 2.183
H 1.267 -2.935 2.205
C 0.581 2.858 -1.783
H 1.056 3.069 1.546
C 0.910 2.629 0.572
C 0.543 1.486 -1.908
H 1.198 5.446 -2.228
Cl -3.040 -5.073 1.049
H 0.390 1.044 -2.879
O 1.159 -0.714 1.607
H -1.281 4.934 -2.030
N 1.013 0.505 1.665
C -1.764 -3.198 2.700
C -0.819 -3.124 0.345
*
```